Below is a single C27H47B2BrCl2N2O10 molecule at a distorted geometry, with properties calculated with ωB97M-V/def2-TZVPD.

Its LUMO energy is -0.37 eV. The calculation puts the HOMO-LUMO gap at 9.5 eV. The HOMO energy comes out at -9.8339 eV.

```
! RIJCOSX wB97M-V def2-TZVPD def2/J DEFGRID3
* xyz 0 1
Br -5.555 -1.330 0.274
Cl -2.000 2.049 -1.472
Cl -0.756 1.376 2.837
O -0.645 -4.073 2.318
O 1.106 0.059 0.020
O -2.529 -0.929 1.891
O -1.833 -2.574 -4.437
O -5.206 2.494 3.988
O -1.327 -1.517 -1.210
O -1.119 -5.977 3.066
O 1.589 -1.896 1.472
O -6.628 4.330 3.370
O -3.023 -3.072 1.104
N -0.730 -4.869 3.416
N -2.666 -4.807 -0.970
C 5.609 1.042 -0.620
C 4.095 -1.488 -3.535
C 6.614 -0.129 0.017
C -4.141 0.682 2.638
C 0.468 -2.864 -2.623
C 5.272 0.618 -2.182
C 3.147 -2.849 -3.321
C 7.517 0.392 2.483
C -1.211 -2.765 2.620
C 1.601 -2.495 -3.794
C -4.389 5.122 4.362
C -5.077 1.399 -0.333
C -0.846 -1.940 0.096
C 7.870 0.533 0.869
C -4.839 2.894 0.206
C -1.974 -2.043 1.282
C -4.157 0.161 0.120
C 3.962 -0.411 -2.299
C -1.779 0.092 -4.357
C -2.960 -3.937 -0.021
C 0.013 3.133 0.394
C -1.846 1.277 1.276
C -0.416 -1.529 -2.313
C -1.296 2.108 0.207
C -5.442 3.943 3.900
C -3.122 0.258 1.352
C -3.914 2.120 3.320
B -1.363 -1.351 -3.695
B 0.602 -1.217 0.556
H 1.035 2.642 0.136
H 1.426 -3.128 -4.791
H 3.781 -1.022 -1.318
H 3.783 -0.896 -4.520
H -0.905 0.875 -4.404
H 5.970 -0.810 0.734
H -2.130 -2.966 3.358
H 1.919 0.379 0.514
H -2.074 -0.124 -5.494
H -3.533 2.997 2.655
H -3.857 4.920 5.384
H 1.115 -3.174 -1.668
H 0.340 -0.607 -2.379
H 5.045 1.628 -2.749
H -0.010 3.708 1.430
H -0.158 -3.831 -2.889
H 1.983 -1.192 2.066
H -4.977 6.141 4.354
H -3.533 -0.216 -0.826
H 5.237 -1.786 -3.716
H -6.247 1.200 -0.169
H 3.239 -3.213 -2.212
H -0.430 -3.054 -0.047
H 7.077 -0.816 -0.831
H -3.560 5.206 3.528
H -0.151 3.995 -0.418
H 8.013 1.663 0.580
H 7.253 -0.727 2.709
H -2.756 0.471 -3.839
H -5.209 3.681 -0.612
H 1.612 -1.342 -4.063
H 6.546 1.032 2.658
H -5.519 3.074 1.172
H 3.013 0.296 -2.449
H 3.628 -3.657 -4.050
H -3.769 3.223 0.506
H -5.280 0.659 2.321
H -3.156 1.973 4.231
H -4.082 -0.126 3.516
H -0.528 -2.013 3.190
H -2.632 -2.972 -3.984
H 8.426 0.770 3.147
H 4.610 1.055 -0.009
H 8.877 -0.046 0.604
H 6.257 0.151 -2.618
H 6.102 2.124 -0.530
H -4.990 1.457 -1.526
*
```

Mulliken population analysis, charges in e, atoms 1 to 6: -0.0725, -0.0864, -0.2102, -0.0868, -0.5167, -0.1415